Entry one
{
  "formula": "C3H7NO2P",
  "method": "the ωB97M-V functional and the def2-TZVPD basis",
  "symbols": ["H", "N", "C", "C", "C", "P", "O", "O", "H", "H", "H", "H", "H", "H"],
  "positions_angstrom": [[2.130, -0.495, -1.310], [2.277, -1.029, -0.387], [1.125, -1.021, 0.185], [-0.147, -0.174, -0.326], [-0.180, 1.117, 0.574], [-2.157, -0.687, -0.179], [-2.630, -0.805, 1.264], [-2.856, 0.278, -1.082], [1.206, -1.311, 1.217], [-0.053, 0.147, -1.445], [-0.957, 1.600, 0.033], [-0.619, 0.909, 1.542], [0.684, 1.765, 0.624], [-2.255, -2.037, -0.759]],
  "total_charge": -1,
  "smiles": "[H]/N=C\\[C@H](C)[P@@H](=O)[O-]"
}


Entry two
{
  "formula": "C3H7NO2P",
  "method": "the ωB97M-V functional and the def2-TZVPD basis",
  "symbols": ["C", "C", "C", "N", "O", "O", "P", "H", "H", "H", "H", "H", "H", "H"],
  "positions_angstrom": [[-0.170, -2.272, -0.429], [0.717, -1.437, -0.957], [-1.160, 1.619, 0.686], [-0.443, 1.270, -0.496], [1.095, -0.265, 1.552], [2.518, 0.510, -0.431], [1.272, -0.020, 0.106], [-0.703, -2.919, -1.153], [-0.642, -1.829, 0.430], [1.271, -1.734, -1.791], [-0.460, 1.766, 1.638], [-1.685, 2.534, 0.522], [-1.870, 0.849, 1.109], [0.259, 1.928, -0.786]],
  "total_charge": -1
}


Stability, highest: entry one


Entry one
{
  "formula": "C7H17N",
  "method": "the ωB97M-V functional and the def2-TZVPD basis",
  "symbols": ["H", "N", "C", "C", "C", "C", "H", "H", "H", "H", "H", "H", "H", "H", "C", "C", "C", "H", "H", "H", "H", "H", "H", "H", "H"],
  "positions_angstrom": [[-0.485, -0.151, 0.011], [-0.764, 0.404, -0.865], [-0.337, 1.358, -0.083], [-0.944, 1.661, 1.270], [-2.437, 1.260, 1.345], [-2.687, -0.212, 1.650], [0.383, 2.071, -0.522], [-0.768, 2.680, 1.600], [-0.463, 0.987, 1.998], [-2.800, 1.519, 0.346], [-3.035, 1.845, 2.042], [-3.753, -0.413, 1.697], [-2.245, -0.838, 0.878], [-2.251, -0.473, 2.617], [1.864, -0.519, -2.466], [1.822, -1.585, -1.377], [2.429, -1.186, -0.034], [1.111, 0.239, -2.296], [1.714, -0.981, -3.443], [2.853, -0.047, -2.513], [0.760, -1.760, -1.179], [2.263, -2.531, -1.687], [2.156, -0.192, 0.323], [2.094, -1.901, 0.722], [3.520, -1.236, -0.035]],
  "total_charge": 0,
  "smiles": "[H]/N=C\\CCC.CCC"
}


Entry two
{
  "formula": "C7H17N",
  "method": "the ωB97M-V functional and the def2-TZVPD basis",
  "symbols": ["C", "C", "C", "N", "C", "C", "C", "C", "H", "H", "H", "H", "H", "H", "H", "H", "H", "H", "H", "H", "H", "H", "H", "H", "H"],
  "positions_angstrom": [[-1.875, 1.907, -2.018], [-0.625, 1.045, -2.250], [-0.636, -0.337, -1.570], [-0.703, -0.300, -0.115], [0.543, -0.562, 0.620], [1.500, 0.621, 0.577], [0.188, -0.975, 2.054], [1.138, -2.045, 2.619], [-2.758, 1.265, -1.821], [-1.722, 2.578, -1.180], [-2.158, 2.363, -2.941], [-0.390, 0.865, -3.315], [0.222, 1.527, -1.775], [0.282, -0.796, -1.956], [-1.537, -0.851, -1.914], [-1.025, 0.612, 0.172], [1.041, -1.393, 0.087], [1.063, 1.447, 1.160], [1.612, 1.028, -0.431], [2.430, 0.414, 1.098], [-0.808, -1.377, 1.980], [0.209, -0.078, 2.692], [1.115, -2.040, 3.717], [2.133, -1.904, 2.214], [0.762, -3.014, 2.296]],
  "total_charge": 0,
  "smiles": "CCCN[C@@H](C)CC"
}


Entry three
{
  "formula": "C7H17N",
  "method": "the ωB97M-V functional and the def2-TZVPD basis",
  "symbols": ["C", "C", "C", "C", "C", "N", "C", "C", "H", "H", "H", "H", "H", "H", "H", "H", "H", "H", "H", "H", "H", "H", "H", "H", "H"],
  "positions_angstrom": [[2.506, 2.629, 0.801], [1.290, 2.046, 0.026], [1.594, 0.570, -0.292], [0.835, -0.500, 0.514], [-0.718, -0.361, 0.526], [-1.292, -1.381, -0.388], [-2.151, -2.353, 0.315], [-1.933, -0.782, -1.546], [2.750, 2.033, 1.675], [3.362, 2.723, 0.133], [2.348, 3.643, 1.192], [0.422, 2.083, 0.680], [1.316, 2.630, -0.890], [1.399, 0.353, -1.349], [2.644, 0.376, -0.055], [1.121, -1.476, 0.130], [1.169, -0.389, 1.551], [-0.914, 0.619, 0.093], [-1.111, -0.568, 1.514], [-2.488, -1.885, 1.250], [-1.543, -3.227, 0.545], [-3.040, -2.730, -0.188], [-2.484, -1.497, -2.147], [-1.133, -0.401, -2.200], [-2.545, 0.125, -1.417]],
  "total_charge": 0,
  "smiles": "CCCCCN(C)C"
}


Stability, highest: entry two


Entry one
{
  "formula": "C8H8N4O4",
  "method": "the ωB97M-V functional and the def2-TZVPD basis",
  "symbols": ["O", "C", "C", "C", "N", "C", "O", "N", "H", "H", "H", "H", "O", "C", "C", "C", "N", "C", "O", "N", "H", "H", "H", "H"],
  "positions_angstrom": [[-4.098, -1.468, -0.658], [-3.339, -0.692, -0.177], [-2.906, -0.639, 1.148], [-2.005, 0.299, 1.518], [-1.683, 1.359, 0.728], [-2.085, 1.500, -0.612], [-1.786, 2.507, -1.268], [-2.789, 0.419, -0.927], [-3.229, -1.375, 1.944], [-1.729, 0.385, 2.544], [-0.829, 1.902, 1.150], [-2.877, 0.330, -1.995], [0.024, -1.275, -1.077], [1.120, -0.869, -0.647], [2.209, -1.805, -0.346], [3.413, -1.287, -0.162], [3.598, 0.025, 0.279], [2.671, 0.969, 0.023], [3.043, 2.143, -0.154], [1.373, 0.426, -0.362], [2.215, -2.804, -0.821], [4.440, -1.739, 0.011], [4.539, 0.550, 0.429], [0.707, 1.138, -0.570]],
  "total_charge": 0,
  "smiles": "O=c1cc[nH]c(=O)[nH]1.O=c1cc[nH]c(=O)[nH]1"
}


Entry two
{
  "formula": "C8H8N4O4",
  "method": "the ωB97M-V functional and the def2-TZVPD basis",
  "symbols": ["O", "C", "C", "C", "N", "C", "O", "N", "H", "H", "H", "H", "O", "C", "C", "C", "N", "C", "O", "N", "H", "H", "H", "H"],
  "positions_angstrom": [[0.282, -2.568, -1.498], [-0.175, -1.983, -0.463], [-1.589, -1.746, 0.003], [-1.908, -1.223, 1.225], [-0.879, -1.013, 2.176], [0.451, -1.133, 1.772], [1.265, -0.790, 2.672], [0.716, -1.740, 0.658], [-2.100, -1.972, -0.880], [-2.917, -1.220, 1.613], [-1.115, -0.851, 3.272], [1.699, -1.424, 0.379], [-0.882, 2.212, 1.209], [-0.211, 1.953, 0.231], [-0.961, 1.723, -1.093], [-0.104, 1.444, -2.086], [1.248, 1.314, -2.002], [1.878, 1.135, -0.802], [2.953, 0.432, -0.718], [1.205, 1.727, 0.286], [-2.060, 2.016, -1.108], [-0.444, 1.019, -3.131], [1.806, 0.984, -2.886], [1.841, 1.705, 1.173]],
  "total_charge": 0,
  "smiles": "O=c1cc[nH]c(=O)[nH]1.O=c1cc[nH]c(=O)[nH]1"
}


Stability, highest: entry one


Entry one
{
  "formula": "C8H8N4O4",
  "method": "the ωB97M-V functional and the def2-TZVPD basis",
  "symbols": ["O", "C", "C", "C", "N", "C", "O", "N", "H", "H", "H", "H", "O", "C", "C", "C", "N", "C", "O", "N", "H", "H", "H", "H"],
  "positions_angstrom": [[4.389, -1.073, 0.245], [3.300, -0.662, 0.033], [3.061, 0.704, -0.354], [1.758, 1.101, -0.607], [0.635, 0.313, -0.647], [0.831, -1.068, -0.329], [-0.006, -1.901, -0.213], [2.087, -1.362, 0.244], [3.926, 1.235, -0.187], [1.699, 2.381, -0.470], [-0.255, 0.688, -0.716], [2.068, -2.300, 0.547], [-0.395, 0.595, 2.260], [-1.063, 0.438, 1.253], [-1.416, 1.491, 0.358], [-2.219, 1.194, -0.684], [-2.800, -0.056, -0.864], [-2.536, -1.147, 0.006], [-2.982, -2.260, -0.122], [-1.629, -0.815, 0.997], [-1.006, 2.450, 0.574], [-2.549, 1.944, -1.379], [-3.437, -0.314, -1.615], [-1.462, -1.576, 1.670]],
  "total_charge": 0,
  "smiles": "O=c1cc[nH]c(=O)[nH]1.O=c1cc[nH]c(=O)[nH]1"
}


Entry two
{
  "formula": "C8H8N4O4",
  "method": "the ωB97M-V functional and the def2-TZVPD basis",
  "symbols": ["O", "C", "C", "C", "N", "C", "O", "N", "H", "H", "H", "H", "O", "C", "C", "C", "N", "C", "O", "N", "H", "H", "H", "H"],
  "positions_angstrom": [[5.413, -0.542, 1.219], [4.307, -0.406, 0.640], [3.349, -1.441, 0.223], [2.399, -1.202, -0.638], [2.255, 0.080, -1.076], [3.107, 1.097, -0.782], [2.859, 2.220, -1.228], [4.053, 0.739, 0.164], [3.671, -2.434, 0.534], [1.619, -1.765, -1.061], [1.405, 0.476, -1.493], [4.682, 1.573, 0.419], [-1.693, -1.973, -0.357], [-2.333, -0.891, -0.160], [-1.873, 0.385, 0.440], [-2.776, 1.198, 1.037], [-4.173, 1.034, 0.840], [-4.581, 0.090, -0.115], [-5.732, 0.077, -0.401], [-3.624, -0.755, -0.544], [-0.881, 0.255, 0.699], [-2.456, 2.081, 1.584], [-4.942, 1.763, 0.988], [-4.056, -1.660, -0.932]],
  "total_charge": 0,
  "smiles": "O=c1cc[nH]c(=O)[nH]1.O=c1cc[nH]c(=O)[nH]1"
}


Stability, highest: entry two


Entry one
{
  "formula": "C21H28LiN5Sb",
  "method": "the ωB97M-V functional and the def2-TZVPD basis",
  "symbols": ["Li", "C", "C", "C", "C", "C", "C", "N", "Sb", "C", "C", "C", "C", "C", "C", "N", "C", "C", "C", "C", "C", "C", "N", "H", "H", "H", "H", "H", "H", "H", "H", "H", "H", "H", "H", "H", "H", "H", "H", "H", "H", "N", "C", "C", "C", "N", "H", "H", "H", "H", "H", "H", "H", "H", "H", "H"],
  "positions_angstrom": [[-0.427, -0.655, -1.061], [2.609, 3.679, -0.260], [2.103, 2.974, 0.964], [2.880, 2.858, 2.111], [2.352, 2.223, 3.223], [1.058, 1.730, 3.160], [0.350, 1.865, 1.971], [0.863, 2.473, 0.896], [-1.719, 1.214, 1.915], [-2.106, 1.696, -0.141], [-2.862, 2.840, -0.360], [-3.163, 3.213, -1.660], [-2.719, 2.418, -2.699], [-1.977, 1.281, -2.407], [-1.490, 0.362, -3.492], [-1.671, 0.934, -1.150], [-1.346, -0.902, 1.723], [-0.691, -1.575, 2.751], [-0.717, -2.960, 2.767], [-1.406, -3.629, 1.769], [-2.024, -2.893, 0.765], [-2.813, -3.554, -0.329], [-1.974, -1.554, 0.735], [3.661, 3.941, -0.167], [2.039, 4.594, -0.425], [2.479, 3.055, -1.146], [3.879, 3.272, 2.127], [2.933, 2.129, 4.132], [0.602, 1.268, 4.027], [-3.212, 3.430, 0.477], [-3.744, 4.104, -1.857], [-2.942, 2.665, -3.728], [-1.689, 0.767, -4.481], [-1.992, -0.606, -3.421], [-0.413, 0.197, -3.409], [-0.190, -1.026, 3.539], [-0.223, -3.509, 3.559], [-1.478, -4.709, 1.768], [-2.637, -4.628, -0.367], [-2.575, -3.112, -1.298], [-3.878, -3.389, -0.163], [1.405, 0.259, -1.142], [2.316, -0.377, -0.172], [2.641, -1.811, -0.554], [1.512, -2.813, -0.365], [0.377, -2.578, -1.280], [1.884, 0.380, -2.028], [1.151, 1.190, -0.811], [1.821, -0.367, 0.804], [3.246, 0.189, -0.059], [3.480, -2.148, 0.058], [2.997, -1.845, -1.591], [1.128, -2.742, 0.656], [1.914, -3.823, -0.488], [-0.310, -3.312, -1.145], [0.704, -2.684, -2.238]],
  "total_charge": 1
}


Entry two
{
  "formula": "C21H28LiN5Sb",
  "method": "the ωB97M-V functional and the def2-TZVPD basis",
  "symbols": ["Li", "C", "C", "C", "C", "C", "C", "N", "Sb", "C", "C", "C", "C", "C", "C", "N", "C", "C", "C", "C", "C", "C", "N", "H", "H", "H", "H", "H", "H", "H", "H", "H", "H", "H", "H", "H", "H", "H", "H", "H", "H", "N", "C", "C", "C", "N", "H", "H", "H", "H", "H", "H", "H", "H", "H", "H"],
  "positions_angstrom": [[-0.218, -0.457, -0.415], [-1.328, -2.192, 3.577], [-0.985, -0.742, 3.382], [-1.684, 0.252, 4.063], [-1.296, 1.569, 3.918], [-0.205, 1.858, 3.115], [0.431, 0.815, 2.452], [0.035, -0.462, 2.560], [2.298, 1.177, 1.438], [2.510, -0.763, 0.542], [3.738, -1.386, 0.714], [3.944, -2.639, 0.157], [2.917, -3.228, -0.554], [1.711, -2.551, -0.688], [0.555, -3.140, -1.445], [1.518, -1.342, -0.147], [1.554, 2.207, -0.315], [1.311, 3.574, -0.244], [1.005, 4.258, -1.409], [1.001, 3.567, -2.606], [1.277, 2.202, -2.603], [1.368, 1.426, -3.888], [1.508, 1.528, -1.471], [-2.403, -2.352, 3.657], [-0.877, -2.548, 4.507], [-0.911, -2.803, 2.777], [-2.512, -0.015, 4.706], [-1.821, 2.358, 4.441], [0.156, 2.875, 3.019], [4.524, -0.898, 1.276], [4.893, -3.145, 0.276], [3.040, -4.203, -1.006], [0.829, -4.074, -1.930], [0.209, -2.441, -2.210], [-0.276, -3.338, -0.766], [1.376, 4.098, 0.702], [0.799, 5.321, -1.389], [0.803, 4.076, -3.541], [0.669, 1.795, -4.639], [1.205, 0.364, -3.707], [2.374, 1.527, -4.301], [-1.982, -1.184, 0.269], [-2.799, -0.008, 0.640], [-3.292, 0.741, -0.587], [-2.194, 1.365, -1.431], [-1.316, 0.335, -2.023], [-2.497, -1.759, -0.391], [-1.828, -1.762, 1.088], [-2.173, 0.656, 1.245], [-3.654, -0.289, 1.261], [-3.970, 1.530, -0.260], [-3.891, 0.067, -1.211], [-1.572, 2.017, -0.808], [-2.647, 1.997, -2.199], [-0.725, 0.764, -2.725], [-1.885, -0.344, -2.520]],
  "total_charge": 1
}


Stability, highest: entry one


Entry one
{
  "formula": "C7H14O",
  "method": "the ωB97M-V functional and the def2-TZVPD basis",
  "symbols": ["C", "C", "C", "C", "C", "C", "C", "H", "H", "H", "H", "H", "H", "H", "H", "H", "H", "H", "H", "O", "H", "H"],
  "positions_angstrom": [[-2.353, 0.895, -0.742], [-1.292, 0.154, -0.438], [-0.110, 0.711, 0.271], [0.599, 1.721, -0.217], [1.988, 2.112, 0.206], [-1.118, -1.214, -1.084], [0.228, -1.930, -0.905], [-3.076, 0.671, -1.529], [-2.715, 1.783, -0.235], [0.234, 0.155, 1.137], [0.188, 2.336, -1.013], [2.616, 2.005, -0.677], [2.010, 3.162, 0.515], [2.376, 1.516, 1.021], [-1.310, -1.075, -2.150], [-1.853, -1.890, -0.645], [0.514, -2.025, 0.146], [1.039, -1.388, -1.379], [0.105, -2.926, -1.293], [0.359, -1.640, 2.698], [0.275, -1.735, 3.653], [1.295, -1.399, 2.660]],
  "total_charge": 0,
  "smiles": "C=C(/C=C/C)CC.O"
}


Entry two
{
  "formula": "C7H14O",
  "method": "the ωB97M-V functional and the def2-TZVPD basis",
  "symbols": ["C", "C", "C", "C", "C", "C", "C", "H", "H", "H", "H", "H", "H", "H", "H", "H", "H", "H", "H", "O", "H", "H"],
  "positions_angstrom": [[-2.742, -0.653, 0.751], [-1.408, -0.700, 0.790], [-0.616, -1.154, 1.924], [-0.588, -0.290, -0.277], [0.437, -1.455, -0.811], [-0.680, 0.874, -0.906], [0.075, 1.397, -2.052], [-3.387, -0.014, 0.065], [-3.516, -1.218, 1.341], [0.381, -0.795, 1.953], [-0.943, -0.736, 2.924], [-0.551, -2.303, 1.895], [-0.029, -2.414, -0.798], [0.661, -1.200, -1.943], [1.338, -1.510, -0.311], [-1.512, 1.527, -0.587], [0.309, 2.401, -1.956], [1.127, 1.059, -2.207], [-0.329, 1.068, -2.993], [3.835, 2.395, 1.049], [3.867, 1.799, 1.799], [4.271, 1.920, 0.349]],
  "total_charge": 0,
  "smiles": "C=C(C)/C(C)=C/C.O"
}


Entry three
{
  "formula": "C7H14O",
  "method": "the ωB97M-V functional and the def2-TZVPD basis",
  "symbols": ["C", "C", "C", "C", "H", "H", "H", "H", "H", "H", "H", "H", "C", "C", "C", "O", "H", "H", "H", "H", "H", "H"],
  "positions_angstrom": [[-0.841, -0.821, -0.978], [-1.730, -0.228, -0.131], [-2.120, -0.796, 1.196], [-2.631, 0.854, -0.632], [-0.360, -1.730, -0.644], [-1.020, -0.766, -2.044], [-3.159, -1.136, 1.179], [-1.506, -1.647, 1.481], [-2.111, -0.006, 1.949], [-2.267, 1.239, -1.586], [-2.730, 1.671, 0.081], [-3.645, 0.480, -0.790], [2.631, 0.239, 1.274], [2.691, -0.138, -0.195], [1.553, 0.617, -1.122], [1.200, 1.734, -0.806], [3.421, -0.272, 1.823], [2.792, 1.311, 1.394], [1.647, 0.016, 1.681], [3.654, 0.170, -0.609], [2.591, -1.209, -0.382], [1.940, 0.418, -2.140]],
  "total_charge": 0,
  "smiles": "C=C(C)C.CCC=O"
}


Entry four
{
  "formula": "C7H14O",
  "method": "the ωB97M-V functional and the def2-TZVPD basis",
  "symbols": ["C", "C", "C", "C", "C", "C", "C", "O", "H", "H", "H", "H", "H", "H", "H", "H", "H", "H", "H", "H", "H", "H"],
  "positions_angstrom": [[1.676, -1.473, -0.995], [0.958, -1.517, 0.115], [0.319, -2.775, 0.453], [0.859, -0.343, 1.028], [0.544, 0.978, 0.219], [-0.914, 1.555, 0.366], [-1.423, 2.108, -1.015], [-2.662, 2.788, -0.839], [2.481, -0.805, -1.072], [1.573, -2.232, -1.795], [1.123, -3.594, 0.313], [-0.222, -2.900, 1.404], [-0.352, -3.268, -0.245], [1.778, -0.281, 1.695], [-0.027, -0.460, 1.727], [0.903, 0.838, -0.769], [1.116, 1.749, 0.856], [-0.981, 2.525, 1.003], [-1.373, 0.776, 1.082], [-1.473, 1.440, -1.903], [-0.737, 2.838, -1.294], [-3.165, 2.053, -0.335]],
  "total_charge": 0,
  "smiles": "C=C(C)CCCCO"
}


Stability, highest: entry one